Formula: C14H12NO6
Source: the Open Molecules 2025 dataset
Level of theory: the ωB97M-V functional and the def2-TZVPD basis

Each line ends with the Mulliken charge.
Positions of all 33 atoms, in Å:
O  3.49002  2.25882  1.45083  -0.46
C  2.53487  2.05653  0.79002  0.49
O  2.58891  1.99058  -0.57356  -0.46
C  1.12582  1.92864  1.34945  -0.83
C  0.20111  2.81313  0.54357  0.52
C  0.44046  4.17727  0.61947  -0.49
N  -0.31020  5.03664  -0.08316  0.03
C  -1.32476  4.63822  -0.85947  -0.56
C  -1.61440  3.29842  -0.97474  -0.59
C  -0.84118  2.37672  -0.27656  0.82
C  -1.12690  0.92139  -0.46430  0.14
O  -0.29265  0.06757  -0.42588  -0.49
O  -2.41750  0.68173  -0.74100  -0.48
H  2.18670  1.15475  -0.85652  0.35
H  0.82094  0.89064  1.34071  0.44
H  1.13303  2.24975  2.38564  0.36
H  1.23237  4.56287  1.23959  0.52
H  -0.08347  6.02221  -0.01237  0.30
H  -1.89197  5.36912  -1.41136  0.42
H  -2.41697  2.96550  -1.60819  0.55
H  -2.73079  -0.06883  -0.21185  0.38
C  -0.25930  -3.21449  -0.29629  -0.04
C  0.60373  -3.82783  -1.10078  -0.39
C  0.87427  -5.28363  -0.96792  0.27
O  1.66103  -5.84278  -1.69733  -0.52
C  0.14228  -6.02138  0.09456  -0.40
C  -0.72131  -5.40374  0.89726  -0.40
C  -0.98796  -3.95259  0.76107  0.43
O  -1.77644  -3.37688  1.48492  -0.57
H  -0.47427  -2.15808  -0.36536  0.42
H  1.14574  -3.30800  -1.88086  0.43
H  0.35324  -7.08002  0.17357  0.42
H  -1.26446  -5.92229  1.67684  0.42

Computed properties:
HOMO energy in eV: -12.099
Charge: +1
Total energy in eV: -28480.100
Frontier orbital gap in eV: 6.612

Formula: C14H13BF4GdN4O3S2
Source: the Open Molecules 2025 dataset
Level of theory: the ωB97M-V functional and the def2-TZVPD basis

Each line ends with the Mulliken charge.
Positions of all 42 atoms, in Å:
Gd  -0.11295  0.92777  0.39895  0.77
S  -0.43960  0.77186  3.14362  -0.35
C  -2.12414  0.37850  3.22630  0.66
C  -2.83648  0.86749  4.39508  -0.03
N  -3.39347  1.25783  5.32371  -0.52
C  -2.82531  -0.31034  2.28340  0.39
S  -2.16175  -0.97240  0.83258  -0.36
C  -4.26665  -0.43717  2.41338  -0.06
N  -5.41485  -0.53143  2.42161  -0.59
C  4.40567  0.67835  0.35385  -1.55
C  3.03544  0.05733  0.36917  1.03
O  2.11406  0.71020  0.86084  -0.47
C  2.81640  -1.27297  -0.19145  0.44
C  3.86398  -2.20733  -0.19053  -0.51
C  3.67811  -3.49747  -0.62472  -0.81
C  2.40893  -3.86378  -1.10446  -0.39
C  1.37517  -2.96177  -1.15549  -0.77
C  1.54079  -1.62556  -0.71043  0.42
O  0.57912  -0.76793  -0.82877  -0.15
H  4.28359  1.75858  0.39218  0.31
H  4.96983  0.38140  -0.52912  0.42
H  4.96086  0.36012  1.24255  0.37
H  4.83224  -1.90782  0.19600  0.36
H  4.48552  -4.21659  -0.58854  0.37
H  2.24315  -4.88022  -1.44514  0.37
H  0.39767  -3.23976  -1.53134  0.36
C  -2.16278  -0.05522  -2.68431  -0.74
N  -3.28288  0.54687  -1.98071  -0.14
C  -3.09177  1.34690  -0.91026  0.46
N  -4.19433  1.66539  -0.17401  -0.53
O  -1.99211  1.85986  -0.64471  -0.47
H  -2.38389  -0.10423  -3.74984  0.34
H  -1.93572  -1.05136  -2.30563  0.26
H  -1.28474  0.56564  -2.55121  0.26
H  -4.13914  0.01777  -1.96865  0.23
H  -4.90798  0.95930  -0.06868  0.26
H  -3.96203  2.13428  0.68829  0.25
F  0.57028  4.46468  -1.25467  -0.33
B  1.01373  3.38542  -0.53545  0.61
F  0.17934  3.16753  0.63844  -0.39
F  2.33720  3.48188  -0.15284  -0.35
F  0.82148  2.15841  -1.29900  -0.43

Computed properties:
<S²>: 16.052
ΔE to the lowest compared entry with this formula, charge and spin in eV: 0.3399
HOMO energy (spin up / spin down) in eV: -4.884 / -4.812
Charge: -1
Total energy in eV: -80896.781
Frontier orbital gap (spin up / spin down) in eV: 7.297 / 5.734
Multiplicity: 8

Formula: C14H13Cl20FN3O2
Source: the Open Molecules 2025 dataset
Level of theory: the ωB97M-V functional and the def2-TZVPD basis

Each line ends with the Mulliken charge.
Positions of all 53 atoms, in Å:
N  2.76699  1.06779  3.21349  -0.49
C  2.23803  2.08084  2.23158  0.24
C  0.74658  2.68024  2.16919  -0.31
N  0.29464  3.63670  1.16908  0.74
C  -1.19469  4.04869  1.25537  -0.69
C  -2.02848  2.91888  0.35506  -0.07
O  -2.28304  3.40955  -1.02637  -0.31
C  -2.08523  2.24241  -1.90007  0.22
O  -0.95868  2.16314  -2.63578  -0.52
N  0.93515  4.24687  0.16198  -0.72
C  2.31631  3.76918  0.11544  -0.35
C  3.10801  2.71066  1.01137  0.44
C  4.67013  2.32764  0.69312  -0.86
C  5.78245  3.15072  1.57236  -0.21
F  5.60946  4.61809  1.47041  -0.30
H  1.90150  0.68536  3.70021  0.39
H  3.13697  0.24970  2.67178  0.30
H  -0.01611  2.30526  2.99772  0.34
H  -1.53273  3.85276  2.37485  0.28
H  -1.38176  5.14659  0.89125  0.40
H  -1.39200  1.91660  0.29505  0.19
H  -3.05506  2.61727  0.87265  0.35
H  -2.85271  1.32998  -1.96030  0.40
H  2.96484  4.26526  -0.75868  0.32
H  4.84775  1.17284  0.92629  0.29
H  4.91554  2.46213  -0.44655  0.39
H  6.85948  2.84408  1.18286  0.29
H  5.77625  2.86671  2.73052  0.26
C  0.04498  -1.94447  1.91798  0.29
Cl  1.38650  -2.60438  0.94883  -0.06
Cl  -1.49920  -2.60259  1.32033  -0.09
Cl  0.26453  -2.40247  3.62577  -0.11
Cl  0.02791  -0.16845  1.77686  0.02
C  -4.15503  2.65553  -5.51844  0.33
Cl  -4.15691  4.40769  -5.84149  -0.10
Cl  -5.77592  2.14947  -4.97866  -0.10
Cl  -3.72388  1.77741  -7.00758  -0.07
Cl  -2.96354  2.28753  -4.24589  -0.08
C  2.72405  -6.17584  2.10281  0.28
Cl  3.16333  -5.83319  0.41046  -0.11
Cl  4.17804  -6.67306  3.00473  -0.09
Cl  2.03620  -4.71008  2.84641  -0.05
Cl  1.51876  -7.48716  2.14972  -0.04
C  -7.17595  0.70322  -8.73203  0.33
Cl  -8.85596  0.14938  -8.94473  -0.09
Cl  -6.25663  0.39938  -10.22780  -0.09
Cl  -7.16674  2.44845  -8.37338  -0.07
Cl  -6.42435  -0.18442  -7.38235  -0.08
C  0.54401  -10.59556  5.16293  0.35
Cl  1.35008  -9.12115  5.75521  -0.08
Cl  1.75645  -11.87846  4.92012  -0.08
Cl  -0.66055  -11.13554  6.35958  -0.09
Cl  -0.26978  -10.24720  3.61670  -0.10

Computed properties:
HOMO energy in eV: -12.418
Charge: +1
Total energy in eV: -276442.379
Frontier orbital gap in eV: 7.541

Formula: C14H13Cl2NO2S2
Source: the Open Molecules 2025 dataset
Level of theory: the ωB97M-V functional and the def2-TZVPD basis

Each line ends with the Mulliken charge.
Positions of all 34 atoms, in Å:
C  -4.33333  -1.46017  -0.75134  -0.66
S  -3.33980  -1.97474  0.67779  -0.05
C  -1.67879  -1.72036  0.16646  0.77
C  -1.31636  -1.23968  -1.08766  -0.24
C  0.01961  -1.02854  -1.37809  -0.62
C  0.98106  -1.30126  -0.42753  0.05
S  2.69313  -0.94589  -0.75782  1.34
O  2.79968  -0.22318  -1.99584  -0.66
O  3.48439  -2.12665  -0.57932  -0.76
N  3.07141  0.06123  0.53857  -0.23
C  2.83350  1.47588  0.31222  -1.50
C  1.36519  1.68866  0.07181  0.05
C  0.89868  2.10951  -1.16596  -0.26
C  -0.45363  2.25907  -1.41448  -0.88
C  -1.35901  1.97762  -0.40471  0.50
Cl  -3.04837  2.12832  -0.70424  -0.20
C  -0.93061  1.56608  0.84582  -0.84
C  0.42913  1.42909  1.07155  1.13
Cl  0.95119  0.90855  2.62215  -0.18
C  0.63768  -1.81829  0.80958  -0.84
C  -0.69167  -2.02373  1.10864  -0.91
H  -4.11457  -2.09553  -1.60428  0.28
H  -5.36714  -1.59497  -0.44852  0.38
H  -4.14808  -0.41348  -0.97332  0.09
H  -2.05929  -1.01864  -1.83592  0.43
H  0.33035  -0.64328  -2.33594  0.54
H  3.99772  -0.14738  0.87937  0.29
H  3.15206  2.02050  1.20611  0.54
H  3.39643  1.83907  -0.55661  0.37
H  1.60986  2.29905  -1.95423  0.34
H  -0.80246  2.58118  -2.38255  0.45
H  -1.63815  1.35018  1.63024  0.48
H  1.41687  -2.04325  1.51931  0.39
H  -0.98861  -2.41184  2.07077  0.39

Computed properties:
HOMO energy in eV: -8.427
Charge: 0
Total energy in eV: -67029.633
Frontier orbital gap in eV: 8.896
SMILES: CSc1ccc(S(=O)(=O)NCc2ccc(Cl)cc2Cl)cc1

Formula: C14H13Cl4O6
Source: the Open Molecules 2025 dataset
Level of theory: the ωB97M-V functional and the def2-TZVPD basis

Each line ends with the Mulliken charge.
Positions of all 37 atoms, in Å:
Cl  1.04500  -3.22519  4.76358  -0.18
C  -0.00302  -3.06178  3.42526  0.27
C  -0.20400  -1.81957  2.84188  0.14
Cl  0.59358  -0.43312  3.41348  -0.14
C  -1.10791  -1.60280  1.71913  0.36
O  -1.31406  -0.49880  1.21630  -0.55
C  -1.84283  -2.84523  1.19499  0.34
O  -2.67329  -2.73474  0.29715  -0.57
C  -1.51628  -4.12343  1.82337  0.19
Cl  -2.29215  -5.48024  1.16431  -0.16
C  -0.65682  -4.23124  2.90384  0.22
Cl  -0.35802  -5.75060  3.62677  -0.18
C  4.14154  2.95729  0.60709  -1.25
C  2.78815  3.00366  -0.04549  -0.16
O  2.46580  1.76072  -0.67983  -0.30
C  1.17109  1.78543  -1.09605  1.02
C  0.78810  0.49100  -1.64091  0.43
C  1.76391  -0.58368  -1.78821  -1.56
C  -0.58973  0.21821  -2.02518  0.28
O  -0.94306  -0.85361  -2.51700  -0.80
O  -1.44797  1.22732  -1.79257  -0.27
C  -2.80591  0.77315  -1.87091  0.12
C  -3.74121  1.94301  -1.88441  -1.38
O  0.48901  2.79488  -0.98929  -0.71
H  4.27012  3.91972  1.10502  0.39
H  4.19936  2.17721  1.37096  0.29
H  4.95392  2.84482  -0.11536  0.31
H  2.03357  3.21499  0.71930  0.31
H  2.75943  3.80710  -0.79196  0.28
H  1.27268  -1.37659  -2.36246  0.42
H  2.68147  -0.26134  -2.29937  0.32
H  2.04482  -0.99464  -0.80614  0.15
H  -2.96590  0.19394  -2.78746  0.29
H  -2.99799  0.12603  -1.00555  0.05
H  -4.75071  1.53162  -1.87289  0.42
H  -3.61709  2.58866  -1.01450  0.31
H  -3.63362  2.51786  -2.80687  0.31

Computed properties:
ΔE to the lowest compared entry with this formula, charge and spin in eV: 0.3924
HOMO energy in eV: -2.990
Charge: -1
Total energy in eV: -77103.240
Frontier orbital gap in eV: 2.961

Formula: C14H13Cl5CuN2OSSi
Source: the Open Molecules 2025 dataset
Level of theory: the ωB97M-V functional and the def2-TZVPD basis

Each line ends with the Mulliken charge.
Positions of all 38 atoms, in Å:
Cu  -0.49437  -0.61971  0.90098  0.07
C  0.21351  2.65650  4.17704  -1.39
C  0.32468  1.98732  2.81983  0.55
O  0.13630  0.79442  2.67692  -0.48
N  0.63833  2.83530  1.80627  -0.04
C  0.82334  2.39732  0.42768  -0.83
C  -0.47405  2.20221  -0.31201  1.00
C  -0.91217  3.12818  -1.24723  -0.75
C  -2.13348  2.94190  -1.87627  -0.33
C  -2.88719  1.83283  -1.53564  -0.78
C  -2.38358  0.95207  -0.59278  0.11
N  -1.19405  1.11355  -0.00629  0.24
H  -0.00920  1.89811  4.92178  0.34
H  -0.59233  3.39250  4.16708  0.34
H  1.14467  3.15944  4.44090  0.35
H  0.67649  3.81967  1.99845  0.24
H  1.35388  1.44752  0.43696  -0.27
H  1.44281  3.13126  -0.08503  0.50
H  -0.30023  3.99119  -1.47838  0.36
H  -2.49154  3.65568  -2.60724  0.39
H  -3.85276  1.64793  -1.98568  0.42
H  -2.94459  0.07530  -0.28945  0.10
Cl  -0.72195  -1.69823  -2.08636  -0.20
C  0.79447  -2.54476  -2.09898  0.73
C  0.95040  -3.51330  -3.07435  -0.77
C  2.13884  -4.21246  -3.18124  -0.29
C  3.16419  -3.93646  -2.29192  -0.76
C  2.98772  -2.97729  -1.31305  0.26
Cl  4.31198  -2.71066  -0.22507  -0.24
C  1.79893  -2.21987  -1.16365  -0.04
S  1.69057  -1.00233  0.06046  -0.33
H  0.13037  -3.71445  -3.75082  0.37
H  2.26227  -4.96567  -3.94827  0.34
H  4.10506  -4.46749  -2.34561  0.37
Cl  -1.87554  -4.28968  1.51674  -0.36
Si  -1.82713  -2.19451  1.85534  0.58
Cl  -2.09234  -2.22893  3.97543  -0.37
Cl  -3.90234  -1.76440  1.31345  -0.43

Computed properties:
ΔE to the lowest compared entry with this formula, charge and spin in eV: 0.3027
HOMO energy in eV: -3.895
Charge: -1
Total energy in eV: -145729.939
Frontier orbital gap in eV: 6.251

Formula: C14H13Cl5ReSSe2Te
Source: the Open Molecules 2025 dataset
Level of theory: the ωB97M-V functional and the def2-TZVPD basis

Each line ends with the Mulliken charge.
Positions of all 37 atoms, in Å:
Re  0.03058  -0.10229  0.95587  0.42
Cl  1.40288  0.81448  -0.73074  -0.26
C  2.27177  1.47035  0.73971  1.01
C  1.43259  1.22268  1.80805  -0.78
C  1.93720  1.66016  3.03308  1.17
Cl  1.02639  1.41330  4.47755  -0.21
C  3.18284  2.28342  3.13097  -0.49
Cl  3.76284  2.79757  4.64638  -0.12
C  3.97725  2.47303  1.98974  0.80
Cl  5.49821  3.22284  2.10573  -0.12
C  3.52260  2.04504  0.74657  -0.77
Cl  4.46603  2.22687  -0.67056  -0.18
C  -2.65583  -0.77768  -1.00242  -0.91
Se  -1.24663  -1.91473  -0.26022  0.01
C  -2.27729  -2.71607  1.20548  -0.85
C  -2.78322  -1.72487  2.21693  -0.72
Se  -1.33016  -0.60658  2.94626  0.23
C  -2.43151  0.94579  3.35148  -0.90
H  -3.51353  -1.40571  -1.23783  0.37
H  -2.26300  -0.33739  -1.91592  0.34
H  -2.93577  0.00639  -0.30644  0.34
H  -1.60148  -3.44266  1.65235  0.45
H  -3.10042  -3.25750  0.74646  0.45
H  -3.21897  -2.24645  3.06507  0.48
H  -3.53202  -1.05319  1.80368  0.40
H  -3.19281  0.61605  4.04982  0.38
H  -2.87736  1.33549  2.44108  0.34
H  -1.79336  1.69013  3.81637  0.32
Te  3.01955  -0.37331  -2.58209  0.65
C  1.52805  -0.66422  -3.86953  0.00
C  1.47400  0.00433  -5.09407  -0.30
C  0.51716  -0.54378  -5.95828  -0.59
C  -0.15428  -1.59465  -5.37780  -0.25
S  0.39348  -1.95826  -3.81467  -0.02
H  2.10656  0.84932  -5.33835  0.45
H  0.32131  -0.18603  -6.95974  0.43
H  -0.96365  -2.17186  -5.80998  0.43

Computed properties:
<S²>: 3.793
ΔE to the lowest compared entry with this formula, charge and spin in eV: 2.0953
HOMO energy (spin up / spin down) in eV: -14.253 / -14.212
Charge: +2
Total energy in eV: -228272.084
Frontier orbital gap (spin up / spin down) in eV: 5.573 / 5.454
Multiplicity: 4